{"formula": "C20H58N16O14Pb", "method": "ωB97M-V/def2-TZVPD", "species": ["Pb", "C", "O", "O", "O", "C", "O", "C", "C", "N", "C", "C", "O", "C", "H", "H", "H", "H", "H", "H", "H", "H", "H", "H", "H", "H", "H", "H", "H", "C", "O", "C", "C", "N", "C", "C", "O", "C", "H", "H", "H", "H", "H", "H", "H", "H", "H", "H", "H", "H", "H", "H", "H", "C", "O", "N", "N", "H", "H", "H", "H", "C", "O", "N", "N", "H", "H", "H", "H", "C", "O", "N", "N", "H", "H", "H", "H", "C", "O", "N", "N", "H", "H", "H", "H", "C", "O", "N", "N", "H", "H", "H", "H", "C", "O", "N", "N", "H", "H", "H", "H", "C", "O", "N", "N", "H", "H", "H", "H"], "xyz": [[-5.074270, 5.521280, -24.789730], [-5.321630, 2.853190, -23.308200], [-5.494690, 1.765500, -22.725130], [-4.371000, 3.111560, -24.019910], [-6.125540, 3.777520, -23.255630], [-11.485890, 5.500290, -25.710300], [-10.171210, 5.530290, -25.200970], [-9.826510, 6.810990, -24.635220], [-8.356630, 6.796540, -24.188380], [-7.523130, 6.385700, -25.283000], [-7.330390, 7.557980, -26.236810], [-6.309050, 8.595440, -25.629010], [-5.112840, 7.960100, -25.789070], [-4.011740, 8.729450, -25.413250], [-11.724440, 4.496740, -26.062550], [-11.622950, 6.181380, -26.550200], [-12.302360, 5.885150, -25.099260], [-10.538280, 7.069900, -23.851360], [-9.935370, 7.595500, -25.384090], [-8.383330, 6.023130, -23.420780], [-8.079920, 7.704980, -23.653330], [-8.016000, 5.691170, -25.825970], [-8.222900, 8.059100, -26.611510], [-6.897670, 7.294050, -27.201800], [-6.534190, 8.887890, -24.603390], [-6.248420, 9.469590, -26.277300], [-4.045770, 9.018630, -24.362860], [-3.951110, 9.621850, -26.036170], [-3.150770, 8.103950, -25.649020], [-3.338000, -2.785490, -22.256520], [-2.871630, -1.848090, -23.191310], [-2.916410, -2.369470, -24.507670], [-1.918200, -1.599180, -25.367050], [-2.400310, -0.319920, -25.907360], [-3.441180, -0.544440, -26.974540], [-3.940650, 0.862960, -27.385410], [-3.144050, 1.322040, -28.499010], [-3.607940, 2.572440, -28.982670], [-3.448000, -2.282250, -21.295920], [-2.611090, -3.575100, -22.066210], [-4.249880, -3.330630, -22.500230], [-3.904190, -2.402740, -24.967330], [-2.459030, -3.356920, -24.445650], [-1.515310, -2.267840, -26.127760], [-1.066540, -1.239920, -24.789380], [-1.629020, 0.183810, -26.321450], [-4.330370, -1.050290, -26.598310], [-3.093880, -1.084770, -27.855190], [-3.767480, 1.506840, -26.523120], [-5.028370, 0.863250, -27.455810], [-2.776520, 2.947880, -29.579230], [-3.914800, 3.268190, -28.201720], [-4.377470, 2.338880, -29.718450], [-9.394690, 1.954350, -23.243160], [-10.453610, 1.543980, -23.746750], [-8.467870, 1.161060, -22.887600], [-8.939120, 3.111020, -23.230720], [-7.561680, 1.566600, -22.701980], [-8.558930, 0.161910, -22.771410], [-9.407850, 3.712330, -23.893150], [-8.010920, 3.342670, -22.906880], [-5.815340, 6.956970, -21.801050], [-5.500740, 7.071140, -22.980780], [-6.342730, 5.888230, -21.223170], [-5.702550, 7.894640, -20.920510], [-6.128310, 5.028900, -21.708650], [-6.652140, 5.907700, -20.261930], [-6.100020, 7.694350, -20.013860], [-5.296840, 8.741130, -21.293260], [-6.941400, 1.930320, -19.294910], [-7.264820, 1.859130, -18.083010], [-6.496500, 0.871760, -19.901440], [-6.850740, 2.992340, -20.068660], [-6.260060, 1.016930, -20.872590], [-6.436870, -0.019640, -19.430340], [-6.479920, 2.887640, -21.002280], [-7.027690, 3.906090, -19.676440], [-6.987020, 3.430510, -27.021390], [-6.136200, 4.274400, -26.709570], [-7.447050, 3.306330, -28.210230], [-7.551690, 2.722660, -26.119530], [-8.120080, 2.559610, -28.307880], [-7.146430, 3.892600, -28.975750], [-7.323740, 2.846690, -25.143440], [-8.153380, 1.970810, -26.424180], [-1.805690, 5.810350, -23.114790], [-2.756970, 6.302360, -23.753380], [-1.608240, 4.577690, -22.795890], [-0.967850, 6.649620, -22.445840], [-2.191290, 3.834100, -23.152570], [-0.749100, 4.368730, -22.307720], [-1.195260, 7.631710, -22.508200], [-0.159660, 6.340250, -21.925050], [-2.290630, 4.515800, -26.468260], [-3.259980, 5.283150, -26.363220], [-1.318820, 4.659290, -27.307560], [-2.151750, 3.448940, -25.666460], [-1.265890, 5.531480, -27.814120], [-0.528830, 4.030010, -27.313250], [-1.505340, 2.740840, -25.984040], [-2.880320, 3.219720, -25.005600], [-5.279620, 5.683080, -30.486120], [-5.954380, 4.678940, -30.274230], [-5.023860, 6.281040, -31.633290], [-4.746470, 6.321420, -29.507080], [-5.443910, 5.872330, -32.455850], [-4.465070, 7.121440, -31.672990], [-5.138950, 6.185550, -28.586420], [-4.055250, 7.023600, -29.729010]], "atomic_forces_ev_per_a": [[-0.013, -1.789, 0.261], [0.313, -3.145, 1.052], [-0.652, -1.257, 1.259], [6.165, 0.430, -3.498], [-5.802, 4.750, 1.677], [-0.507, 0.322, -0.963], [0.046, 0.734, 0.669], [-0.179, 0.351, -0.479], [-2.268, -1.407, 0.907], [0.500, 2.380, -1.785], [0.719, 0.753, 0.756], [-2.120, -0.667, -1.514], [1.311, -0.652, 0.251], [0.800, -0.041, -0.410], [0.179, 0.013, 0.296], [0.599, 0.065, -0.628], [0.303, -0.408, 1.138], [0.120, -0.145, 0.396], [-0.259, 0.019, -0.433], [0.668, -0.236, 0.152], [0.174, 0.114, -0.530], [-0.042, -0.473, 0.141], [-0.596, 0.056, 0.779], [0.395, -0.812, 0.289], [0.094, -0.054, 0.160], [-0.610, 0.518, 0.044], [0.075, -0.148, 0.118], [-0.087, 0.319, -0.075], [0.144, 0.142, 0.434], [0.363, -0.120, 0.886], [-0.899, -0.107, -0.259], [1.895, 0.417, 0.226], [0.320, 1.383, -0.029], [-1.706, -1.569, -0.977], [0.082, 2.071, 0.563], [1.128, -0.660, 0.446], [-0.865, -0.253, 1.219], [0.503, -0.814, -1.044], [-0.260, 0.157, -0.138], [0.474, -0.189, -0.219], [-0.386, 0.444, -0.354], [-0.188, -0.028, 0.284], [-0.427, -0.558, -0.204], [-0.099, -0.206, -0.393], [0.084, -0.783, 0.582], [0.081, -0.048, -0.184], [0.372, -0.244, 0.441], [0.237, -0.120, -0.086], [0.100, 0.199, 0.069], [-0.181, 0.098, -1.170], [0.058, 0.470, 0.186], [-0.149, 0.002, -0.043], [-0.596, 0.528, 0.247], [-4.029, -4.960, -2.445], [-0.777, 0.731, 0.232], [4.221, -5.033, 2.527], [0.151, 8.750, -0.689], [0.478, -0.682, 0.096], [-0.312, 0.406, -0.093], [0.124, 0.629, 0.351], [0.188, 0.225, -0.258], [-0.596, -1.371, -0.324], [0.130, 0.630, 0.019], [-0.637, -2.308, -0.558], [0.768, 3.485, 1.229], [-0.620, -0.786, -0.119], [0.339, -0.263, -0.414], [0.594, 1.112, -0.066], [-0.345, 0.311, 0.948], [-0.256, -0.913, 4.572], [-0.166, 1.195, -1.348], [0.829, -2.789, -1.992], [-0.553, 3.044, -0.677], [0.494, -0.875, -0.241], [-0.130, 0.435, -0.238], [0.097, 0.235, -0.158], [-0.073, -0.548, -0.163], [2.175, 2.872, 1.129], [1.048, 1.021, -0.401], [-1.641, -1.055, -3.598], [-1.906, -3.061, 2.843], [0.044, 0.460, -0.796], [0.348, -0.202, -0.165], [0.118, -0.207, 0.000], [-0.076, 0.078, 0.776], [-1.763, 3.388, 0.425], [1.023, -0.698, 0.206], [0.636, -3.425, 0.200], [0.725, 1.291, -0.105], [-0.063, -0.018, -0.007], [-0.469, -0.424, -0.099], [0.335, -0.292, 0.015], [-0.322, 0.228, -0.139], [-2.542, -0.766, 2.688], [0.970, 0.346, -1.233], [2.683, 1.300, -2.928], [0.616, -0.559, -0.076], [0.058, -0.373, -0.045], [-0.203, 0.359, -0.051], [-0.326, -0.110, 0.443], [-0.722, -0.502, 0.102], [-1.561, -1.856, 0.178], [-0.668, -0.264, -1.142], [-0.151, -0.105, -3.256], [1.980, 2.264, 3.652], [0.406, 0.309, -0.037], [-0.421, -0.346, -0.297], [0.672, -0.131, 0.172], [-0.330, 0.022, 0.841]], "lowdin_charge": [1.642, -1.072, -0.037, -0.124, -0.195, -0.110, -0.197, -0.190, -0.203, -0.089, -0.122, -0.232, -0.324, -0.102, 0.097, 0.079, 0.086, 0.126, 0.105, 0.111, 0.121, 0.092, 0.107, 0.109, 0.114, 0.125, 0.092, 0.091, 0.086, -0.133, -0.169, -0.217, -0.215, -0.050, -0.168, -0.207, -0.196, -0.112, 0.088, 0.078, 0.086, 0.117, 0.114, 0.106, 0.117, 0.091, 0.103, 0.114, 0.095, 0.113, 0.081, 0.071, 0.085, -0.840, -0.021, 0.187, 0.183, 0.056, 0.127, 0.101, 0.072, -0.714, -0.101, 0.191, 0.186, 0.073, 0.107, 0.123, 0.130, -0.738, -0.037, 0.169, 0.177, 0.065, 0.122, 0.060, 0.091, -0.761, -0.112, 0.213, 0.234, 0.123, 0.077, 0.100, 0.132, -0.672, -0.076, 0.206, 0.146, 0.102, 0.122, 0.107, 0.099, -0.709, -0.137, 0.192, 0.198, 0.125, 0.122, 0.107, 0.045, -0.748, 0.014, 0.168, 0.187, 0.120, 0.110, 0.106, 0.114], "lumo_ev": -0.1, "molar_mass_g_mol": 954.0, "homo_lumo_gap_ha": 0.26562, "charge": 0, "total_energy_ev": -79438.3780}